{"formula": "C39H35AsB2F4N4O5S4V", "method": "the ωB97M-V functional and the def2-TZVPD basis", "total_charge": 1, "spin_multiplicity": 1, "homo_lumo_gap_ev": [6.4151, 6.4085], "e_tot_ev": -199296.9586, "e_above_lowest_ev": 0.000, "homo_energy_ev": [-10.808, -10.808], "species": ["As", "V", "S", "S", "S", "S", "F", "F", "F", "F", "O", "O", "O", "O", "O", "N", "N", "N", "N", "C", "C", "C", "C", "C", "C", "C", "C", "C", "C", "C", "C", "C", "C", "C", "C", "C", "C", "C", "C", "C", "C", "C", "C", "C", "C", "C", "C", "C", "C", "C", "C", "C", "C", "C", "C", "C", "C", "C", "B", "B", "H", "H", "H", "H", "H", "H", "H", "H", "H", "H", "H", "H", "H", "H", "H", "H", "H", "H", "H", "H", "H", "H", "H", "H", "H", "H", "H", "H", "H", "H", "H", "H", "H", "H", "H"], "coordinates": [[-0.497665, -0.019798, -2.884979], [-0.855419, -0.723799, -0.407032], [-0.456833, -2.772014, -1.288954], [3.937904, 1.274196, 1.772240], [4.115136, -1.862693, 0.939270], [-1.190002, 0.309163, 4.086346], [-5.024017, -0.978385, -0.752021], [-2.788358, -1.109470, -1.471842], [2.410403, 3.866037, 3.294252], [0.205430, 3.544093, 3.796587], [0.604437, -0.479373, 0.376272], [1.352790, 1.100922, 3.223904], [-3.521263, 0.713991, -0.259465], [0.992889, 3.296365, 1.575116], [-3.287340, -1.522467, 0.725693], [-0.357619, -0.509164, 2.825315], [-0.180840, 2.592436, 1.309724], [-1.987318, -1.498423, 0.837511], [-2.182341, 1.034174, -0.231336], [1.415997, -1.395449, -4.626764], [-3.098884, 3.287946, 0.005799], [2.466977, 2.724966, -4.065160], [-1.540644, -2.359682, 1.899111], [2.510951, 1.336308, -0.327650], [1.694502, -0.445966, 1.307912], [4.373975, 2.374762, 0.546968], [1.041801, -0.149927, 2.706014], [-4.301596, 0.756357, -4.417433], [-0.671447, -1.916034, 2.810863], [0.633736, -2.594355, -2.676217], [-0.109859, 0.007459, 5.435165], [-2.085366, -0.057562, -3.971458], [2.834376, -4.059804, 1.072663], [3.527121, 2.309008, -0.513956], [-2.174634, -0.922201, -5.052310], [1.875658, -3.034091, 1.261287], [-4.391527, -0.103421, -5.505265], [2.216796, -2.472731, -4.970292], [-3.332323, -0.939384, -5.820662], [-0.083613, -2.812795, 3.860170], [2.236104, -3.602216, -4.159682], [1.449978, -3.668724, -3.020548], [0.630912, -1.454501, -3.480483], [0.352293, 3.709642, -4.634651], [0.423833, 1.551856, -3.564493], [-1.987556, 2.285765, -0.060645], [-3.151573, 0.776914, -3.646704], [4.088499, -3.562942, 0.890872], [2.416435, -1.778692, 1.225249], [1.814957, 1.615278, -3.547299], [1.842809, -0.044490, 3.952859], [-2.133075, -3.735316, 1.793805], [2.599967, 0.689064, 0.864553], [1.194304, -0.207989, 5.275225], [1.737255, 3.777221, -4.600847], [-0.064090, 3.854190, -0.808507], [-0.304185, 2.599094, -4.122873], [-0.629731, 2.856277, 0.150582], [1.195167, 3.502308, 2.924366], [-3.744613, -0.699732, -0.483968], [-1.383436, 2.548661, -4.182942], [-1.799391, -4.228239, 0.877902], [-1.860472, -4.347158, 2.646054], [-3.100554, 1.429572, -2.782646], [1.729266, 1.139366, -1.041204], [-0.581606, -0.021473, 6.409877], [3.548923, 2.759272, -4.061095], [3.616164, 2.930745, -1.392534], [-1.355424, -1.587329, -5.294945], [-0.221160, 4.516304, -5.072100], [2.868352, -4.441036, -4.419463], [-0.488776, 3.735329, -1.802361], [2.919273, -0.173197, 3.902441], [5.005306, -4.109788, 0.739400], [-3.405501, -1.614927, -6.662410], [1.820365, -0.453230, 6.122541], [0.823573, -3.229000, 1.376522], [2.248767, 4.639895, -5.006651], [1.402222, -0.509254, -5.249561], [-4.018911, 2.840229, 0.365939], [-0.275952, 4.865250, -0.452225], [-0.551155, -2.631553, 4.828147], [-2.806073, 4.116582, 0.647865], [-3.218553, -3.667143, 1.758496], [2.598641, -5.113879, 1.071554], [-3.283093, 3.687457, -0.996280], [2.399839, 0.793066, -3.154369], [-5.133579, 1.398499, -4.160690], [-0.199783, -3.861808, 3.606121], [2.824412, -2.431729, -5.863892], [-5.293385, -0.125329, -6.102198], [0.983191, -2.620137, 3.966564], [1.018241, 3.747470, -0.855815], [5.225553, 3.020567, 0.687275], [1.462607, -4.552252, -2.395585]], "forces_ev_per_angstrom": [[0.227, 0.051, -0.173], [-0.615, -0.341, 0.052], [0.134, -0.037, -0.077], [0.000, -0.001, 0.011], [-0.002, -0.014, -0.046], [0.005, 0.004, -0.001], [0.022, -0.003, -0.019], [-0.051, 0.048, 0.030], [-0.007, -0.017, -0.007], [0.018, -0.025, -0.015], [0.147, 0.330, 0.122], [-0.015, 0.030, -0.017], [0.016, -0.035, -0.038], [-0.022, -0.003, 0.051], [-0.049, -0.005, -0.111], [0.016, -0.022, 0.017], [0.026, -0.005, -0.021], [0.222, 0.065, 0.146], [0.137, 0.244, 0.132], [0.017, -0.002, 0.005], [0.020, 0.003, -0.028], [-0.003, 0.006, 0.004], [-0.078, -0.008, -0.058], [0.014, 0.026, 0.003], [0.067, -0.206, -0.071], [-0.006, 0.014, -0.007], [0.009, 0.000, -0.002], [0.001, 0.005, 0.005], [-0.014, 0.048, 0.018], [-0.030, 0.045, -0.004], [-0.006, -0.017, 0.003], [-0.017, -0.039, 0.017], [-0.005, -0.006, -0.003], [-0.002, -0.009, 0.001], [-0.001, 0.004, -0.005], [0.012, -0.013, -0.022], [0.009, 0.006, 0.002], [-0.004, -0.029, 0.017], [0.000, -0.005, -0.001], [0.025, 0.014, 0.000], [-0.003, 0.033, -0.010], [0.001, -0.002, -0.013], [-0.038, -0.056, 0.048], [-0.009, -0.004, 0.003], [-0.055, 0.014, 0.005], [-0.098, 0.102, -0.039], [-0.007, 0.012, -0.048], [0.006, 0.011, 0.021], [-0.023, 0.014, 0.021], [0.001, 0.000, 0.024], [-0.004, -0.003, -0.009], [-0.001, -0.002, 0.013], [0.004, -0.023, -0.004], [-0.005, -0.016, -0.013], [0.014, -0.004, 0.001], [-0.016, 0.008, -0.006], [0.014, -0.008, -0.017], [0.015, -0.078, 0.067], [-0.018, 0.037, -0.020], [0.022, -0.082, 0.036], [-0.011, -0.009, 0.001], [-0.004, 0.005, -0.006], [0.006, -0.003, -0.006], [-0.006, -0.012, 0.009], [-0.022, -0.017, -0.023], [0.004, -0.001, 0.001], [0.000, 0.000, 0.000], [0.004, 0.006, -0.002], [-0.001, -0.003, -0.003], [-0.002, -0.001, 0.001], [0.001, 0.000, 0.001], [0.005, 0.010, 0.030], [-0.004, 0.002, 0.004], [-0.001, -0.005, 0.006], [0.001, 0.000, -0.001], [0.000, 0.001, 0.001], [0.016, -0.003, -0.008], [-0.002, -0.001, -0.002], [0.001, -0.010, -0.002], [0.005, -0.011, 0.012], [0.015, 0.000, 0.005], [-0.008, 0.008, 0.007], [-0.004, 0.006, -0.010], [-0.001, -0.002, 0.009], [0.002, -0.002, 0.000], [-0.024, -0.014, 0.003], [0.003, 0.002, 0.010], [0.000, 0.000, 0.000], [0.001, 0.000, 0.008], [0.002, -0.002, 0.000], [-0.001, -0.001, 0.001], [0.006, 0.011, 0.005], [0.007, -0.008, -0.018], [-0.002, 0.001, 0.001], [-0.001, -0.002, -0.002]], "lowdin_charge": [1.382, 0.628, 0.810, 1.091, 1.080, 1.067, 0.260, 0.010, 0.267, 0.268, -0.234, -0.049, 0.077, 0.103, 0.130, -0.278, 0.179, -0.086, 0.034, -0.100, 0.035, -0.069, -0.232, -0.125, -0.330, -0.355, -0.361, -0.053, -0.288, -0.597, -0.356, -0.358, -0.156, -0.156, -0.072, -0.137, -0.060, -0.062, -0.058, -0.005, -0.057, -0.096, -0.394, -0.068, -0.351, -0.228, -0.124, -0.387, -0.422, -0.135, -0.152, 0.014, -0.471, -0.086, -0.060, 0.027, -0.111, -0.262, -0.866, -1.084, 0.094, 0.078, 0.083, 0.097, 0.076, 0.081, 0.113, 0.099, 0.103, 0.113, 0.113, 0.069, 0.137, 0.074, 0.111, 0.118, 0.078, 0.112, 0.113, 0.096, 0.110, 0.095, 0.102, 0.100, 0.111, 0.107, 0.106, 0.114, 0.082, 0.111, 0.112, 0.089, 0.083, 0.081, 0.108]}